Below is CH2O3Y as an isolated structure, with properties calculated with wB97M-V/def2-TZVPD.

The HOMO energy (spin up / spin down) is -17.06 / -20.87 eV. The spin multiplicity is 2. As for the LUMO energy (spin up / spin down): -10.77 / -10.73 eV. The calculation puts the gap between HOMO and LUMO (spin up / spin down) at 6.3 / 10.1 eV. The total charge is +2. As for the expectation value of S²: 0.75. As for the total energy: -302.55347 Ha.

The geometry in XYZ format:
```
7
Properties=species:S:1:pos:R:3:forces:R:3
H 0.1049 -1.1624 1.4804 4.2 0.3 -1.1
O 0.6667 0.0140 -1.0948 2.0 2.2 -0.9
C 0.4788 -0.0133 0.2019 -2.9 -6.1 -0.4
O 1.0528 -0.9370 0.8887 -1.5 0.3 2.3
O -0.7410 0.0386 0.5437 -3.2 4.1 -0.1
Y -2.4681 1.1628 -0.6073 0.8 -0.8 0.8
H 0.9059 0.8973 -1.4126 0.5 0.0 -0.5
```
Positions in Å, forces in eV/Å.